Entry 1:
The following is a quantum chemistry calculation of a 8-piece molecular cluster, C39H56FN10O3S overall in a non-equilibrium geometry, from OMol25.

CARTESIAN COORDINATES (ANGSTROEM)
1 C 5.243 0.140 1.742
2 C 4.845 0.623 0.233
3 S 3.495 1.896 0.178
4 C 1.801 1.058 0.183
5 C 1.514 0.649 1.710
6 N 1.261 1.845 2.624
7 C 1.569 1.301 4.020
8 C 0.490 0.159 4.332
9 N 0.370 -0.933 3.340
10 C 0.396 -0.495 1.921
11 C 0.688 -1.835 1.043
12 C 2.234 -2.256 0.963
13 O 2.761 -2.914 2.144
14 C -1.076 0.073 1.500
15 O -1.790 0.781 2.290
16 N -1.726 -0.236 0.186
17 C -1.326 0.718 -0.866
18 O -0.677 0.248 -1.841
19 F -1.673 2.109 -0.866
20 H 6.370 0.075 1.912
21 H 4.811 0.853 2.528
22 H 4.722 -0.887 1.892
23 H 4.661 -0.261 -0.478
24 H 5.798 1.152 -0.167
25 H 1.052 1.863 -0.131
26 H 1.852 0.175 -0.542
27 H 2.503 0.199 2.115
28 H 0.289 2.197 2.569
29 H 1.884 2.648 2.400
30 H 2.663 0.984 4.131
31 H 1.347 2.180 4.739
32 H -0.532 0.648 4.539
33 H 0.804 -0.327 5.336
34 H 0.967 -1.746 3.531
35 H 0.151 -2.686 1.624
36 H 0.305 -1.772 -0.032
37 H 2.307 -3.037 0.104
38 H 2.958 -1.419 0.678
39 H 2.046 -3.493 2.489
40 H -2.757 -0.110 0.286
41 N -0.598 -4.890 -1.939
42 C 0.324 -5.370 -2.831
43 C 0.778 -4.311 -3.581
44 C 0.109 -3.150 -3.120
45 C -0.732 -3.538 -2.105
46 H -1.100 -5.444 -1.266
47 H 0.576 -6.419 -2.856
48 H 1.511 -4.367 -4.372
49 H 0.229 -2.141 -3.489
50 H -1.414 -2.970 -1.488
51 N -1.772 2.896 6.433
52 C -2.305 2.326 7.559
53 C -1.822 3.010 8.648
54 C -0.972 4.033 8.162
55 C -0.962 3.941 6.792
56 H -1.949 2.594 5.488
57 H -2.978 1.485 7.488
58 H -2.057 2.797 9.681
59 H -0.428 4.758 8.750
60 H -0.449 4.527 6.043
61 N -1.560 -6.796 1.372
62 C -2.090 -7.358 2.504
63 C -1.600 -6.671 3.587
64 C -0.748 -5.653 3.092
65 C -0.745 -5.752 1.722
66 H -1.743 -7.103 0.429
67 H -2.767 -8.197 2.441
68 H -1.830 -6.877 4.622
69 H -0.198 -4.927 3.674
70 H -0.233 -5.172 0.967
71 N 3.554 4.281 -3.701
72 C 3.001 4.588 -4.916
73 C 1.743 4.038 -4.961
74 C 1.526 3.379 -3.726
75 C 2.659 3.549 -2.967
76 H 4.474 4.553 -3.395
77 H 3.550 5.169 -5.642
78 H 1.055 4.103 -5.792
79 H 0.638 2.841 -3.424
80 H 2.905 3.210 -1.971
81 N -4.241 -4.574 0.886
82 C -4.329 -3.617 -0.090
83 C -5.281 -2.704 0.296
84 C -5.780 -3.122 1.554
85 C -5.118 -4.277 1.894
86 H -3.624 -5.373 0.866
87 H -3.711 -3.669 -0.974
88 H -5.583 -1.831 -0.265
89 H -6.539 -2.632 2.146
90 H -5.197 -4.911 2.764
91 N -3.578 3.933 -1.751
92 C -3.667 4.902 -2.716
93 C -4.627 5.803 -2.323
94 C -5.131 5.366 -1.073
95 C -4.463 4.212 -0.744
96 H -2.957 3.139 -1.778
97 H -3.044 4.865 -3.596
98 H -4.931 6.681 -2.874
99 H -5.897 5.844 -0.480
100 H -4.543 3.565 0.118
101 N 3.100 2.331 -7.712
102 C 2.259 2.093 -8.766
103 C 2.995 2.177 -9.924
104 C 4.330 2.471 -9.554
105 C 4.366 2.557 -8.183
106 H 2.830 2.338 -6.740
107 H 1.212 1.886 -8.603
108 H 2.614 2.040 -10.925
109 H 5.173 2.604 -10.217
110 H 5.180 2.761 -7.504

The strongest force on any atom comes out at 6.33 eV/A. Its charge is +1. For the electronic energy, the calculation gives -75935.9535 eV.

Atomic partial charges in e from the Mulliken method, atoms 1 to 4: atom 1 (C): -0.613, atom 2 (C): -0.487, atom 3 (S): -0.198, atom 4 (C): -0.568



Entry 2:
The following is a quantum chemistry calculation of C39H56IMnN4O2S2Se as an isolated structure in a non-equilibrium geometry, from OMol25.

CARTESIAN COORDINATES (ANGSTROEM)
1 Mn 1.041 0.704 1.618
2 C -7.095 1.371 -1.181
3 C -6.315 0.363 -0.335
4 C -6.928 0.346 1.075
5 C -6.486 -1.024 -0.975
6 C -4.832 0.700 -0.231
7 C -3.987 -0.140 0.485
8 C -2.642 0.143 0.595
9 Se -1.600 -1.047 1.717
10 C -0.828 -2.237 0.419
11 C -1.555 -3.336 -0.002
12 C -0.993 -4.267 -0.866
13 C 0.319 -4.030 -1.275
14 C 1.085 -2.950 -0.860
15 C 0.521 -2.006 0.048
16 O 1.176 -1.000 0.522
17 C 2.531 -2.772 -1.331
18 C 2.969 -3.846 -2.330
19 C 3.473 -2.835 -0.119
20 C 2.678 -1.402 -2.016
21 C -1.787 -5.505 -1.276
22 C -2.085 -6.346 -0.024
23 C -1.031 -6.392 -2.269
24 C -3.114 -5.087 -1.928
25 C -2.064 1.293 0.020
26 O -0.727 1.444 0.223
27 C -2.915 2.194 -0.652
28 C -4.263 1.833 -0.778
29 C -2.571 3.578 -1.240
30 C -3.543 4.613 -0.641
31 C -2.743 3.513 -2.766
32 C -1.171 4.115 -0.939
33 H -8.144 1.070 -1.216
34 H -6.718 1.404 -2.205
35 H -7.046 2.374 -0.753
36 H -7.992 0.102 1.016
37 H -6.817 1.323 1.549
38 H -6.439 -0.393 1.710
39 H -7.549 -1.262 -1.070
40 H -6.017 -1.803 -0.375
41 H -6.038 -1.042 -1.970
42 H -4.355 -1.036 0.967
43 H -2.568 -3.450 0.365
44 H 0.769 -4.743 -1.952
45 H 2.949 -4.841 -1.880
46 H 3.996 -3.643 -2.643
47 H 2.337 -3.847 -3.221
48 H 3.383 -3.802 0.381
49 H 3.230 -2.053 0.598
50 H 4.512 -2.701 -0.435
51 H 2.009 -1.333 -2.879
52 H 3.709 -1.256 -2.354
53 H 2.424 -0.614 -1.309
54 H -1.153 -6.674 0.439
55 H -2.676 -7.228 -0.287
56 H -2.640 -5.764 0.713
57 H -0.107 -6.776 -1.833
58 H -0.790 -5.848 -3.184
59 H -1.657 -7.245 -2.538
60 H -3.735 -4.523 -1.232
61 H -3.675 -5.971 -2.246
62 H -2.927 -4.462 -2.803
63 H -4.906 2.508 -1.326
64 H -4.588 4.401 -0.864
65 H -3.308 5.603 -1.039
66 H -3.422 4.641 0.443
67 H -3.760 3.238 -3.049
68 H -2.062 2.769 -3.185
69 H -2.510 4.483 -3.213
70 H -0.930 4.042 0.120
71 H -1.133 5.173 -1.215
72 H -0.401 3.606 -1.508
73 S 3.822 0.252 2.510
74 C 3.892 1.415 3.733
75 N 3.900 2.719 3.449
76 C 3.822 3.759 4.464
77 C 3.185 3.209 5.730
78 C 3.913 1.942 6.149
79 N 4.031 1.035 5.015
80 H 3.606 2.938 2.502
81 H 3.232 4.587 4.072
82 H 4.830 4.135 4.678
83 H 2.145 2.962 5.515
84 H 3.221 3.947 6.532
85 H 3.362 1.441 6.945
86 H 4.913 2.186 6.529
87 H 3.911 0.049 5.168
88 I 0.276 1.289 4.028
89 N 1.365 1.543 -1.449
90 C 2.374 2.078 -0.837
91 S 2.090 2.900 0.665
92 N 3.628 1.987 -1.434
93 C 4.946 2.163 -0.979
94 C 5.346 3.066 0.004
95 C 6.675 3.133 0.390
96 C 7.636 2.338 -0.212
97 C 7.256 1.486 -1.239
98 C 5.930 1.404 -1.619
99 H -0.163 1.707 -0.578
100 H 1.604 1.044 -2.302
101 H 3.597 1.358 -2.223
102 H 4.618 3.713 0.455
103 H 6.961 3.820 1.177
104 H 8.669 2.381 0.111
105 H 7.996 0.870 -1.735
106 H 5.637 0.729 -2.418

The strongest force on any atom comes out at 1.03 eV/A. As for the spin multiplicity: 6. The relative energy (zero: lowest compared OMol25 entry of this formula, charge and spin) comes out at 30.5 kcal/mol. Its charge is -1.

Atomic partial charges in e from the Mulliken method, atoms 1 to 4: atom 1 (Mn): 0.071, atom 2 (C): -2.147, atom 3 (C): 2.032, atom 4 (C): -1.693



Entry 3:
The following is a quantum chemistry calculation of C39H56N11ReSi3 as an isolated structure, from OMol25.

CARTESIAN COORDINATES (ANGSTROEM)
1 Re 0.360 0.193 0.302
2 C -0.111 -1.524 4.398
3 C 0.575 -0.664 5.235
4 C 1.244 0.409 4.663
5 C 1.167 0.612 3.300
6 N 0.450 -0.186 2.484
7 C -0.140 -1.253 3.041
8 C 1.968 1.617 2.584
9 C 2.754 2.578 3.207
10 C 3.543 3.404 2.427
11 C 3.537 3.239 1.047
12 C 2.712 2.282 0.501
13 N 1.919 1.501 1.247
14 H -0.621 -2.400 4.773
15 H 0.620 -0.835 6.302
16 H 1.845 1.066 5.276
17 H -0.649 -1.924 2.378
18 H 2.753 2.684 4.282
19 H 4.159 4.164 2.889
20 H 4.141 3.860 0.399
21 H 2.637 2.178 -0.571
22 C -4.737 1.114 0.926
23 Si -2.923 1.598 0.877
24 C -2.943 3.279 0.029
25 C -2.544 1.740 2.731
26 C -1.807 0.270 -0.058
27 Si -2.364 0.388 -1.938
28 C -1.676 1.827 -2.968
29 C -4.177 0.600 -2.340
30 C -1.813 -1.191 -2.846
31 Si -2.653 -1.331 0.543
32 C -4.130 -2.035 -0.357
33 C -3.166 -1.492 2.351
34 C -1.251 -2.543 0.207
35 C -1.511 -3.901 0.071
36 C -0.515 -4.787 -0.297
37 C 0.740 -4.258 -0.538
38 C 0.946 -2.905 -0.370
39 N -0.006 -2.031 0.020
40 H -5.200 1.944 1.474
41 H -4.965 0.219 1.497
42 H -5.238 1.053 -0.032
43 H -3.060 4.064 0.780
44 H -3.822 3.336 -0.615
45 H -2.076 3.523 -0.579
46 H -2.538 2.789 3.036
47 H -1.623 1.276 3.086
48 H -3.362 1.267 3.277
49 H -2.250 2.731 -2.773
50 H -1.889 1.551 -4.006
51 H -0.627 2.102 -2.917
52 H -4.553 1.588 -2.087
53 H -4.859 -0.147 -1.956
54 H -4.210 0.527 -3.433
55 H -1.160 -1.868 -2.294
56 H -1.316 -0.948 -3.791
57 H -2.699 -1.758 -3.132
58 H -4.997 -1.384 -0.279
59 H -4.399 -2.953 0.176
60 H -3.974 -2.290 -1.401
61 H -4.248 -1.394 2.426
62 H -2.725 -0.797 3.058
63 H -2.932 -2.510 2.679
64 H -2.519 -4.257 0.233
65 H -0.713 -5.844 -0.410
66 H 1.567 -4.880 -0.851
67 H 1.924 -2.512 -0.554
68 C 5.028 -1.026 0.888
69 N 4.606 -0.798 -0.494
70 C 5.635 -1.147 -1.485
71 C 3.311 -0.584 -0.768
72 N 2.361 -0.646 0.122
73 N 2.998 -0.250 -2.070
74 C 1.738 0.017 -2.555
75 N 1.673 0.145 -3.893
76 N 0.710 0.175 -1.787
77 H 6.083 -0.777 0.964
78 H 4.898 -2.070 1.185
79 H 4.491 -0.369 1.572
80 H 6.531 -0.566 -1.279
81 H 5.341 -0.938 -2.508
82 H 5.872 -2.209 -1.408
83 H 2.708 -0.969 1.016
84 H 3.766 -0.086 -2.705
85 H 2.414 -0.186 -4.489
86 H 0.790 0.341 -4.338
87 H -0.132 0.240 -2.354
88 C -0.198 4.524 1.086
89 C -0.208 3.148 1.113
90 N 0.092 2.388 0.043
91 C 0.405 3.026 -1.093
92 C 0.395 4.409 -1.231
93 C 0.079 5.166 -0.108
94 C 0.588 5.099 -2.522
95 C 1.435 4.876 -3.526
96 C 2.528 3.898 -3.644
97 C 3.037 3.594 -4.903
98 C 4.057 2.663 -4.976
99 N 4.576 2.100 -3.882
100 C 4.068 2.515 -2.729
101 N 3.058 3.350 -2.540
102 H -0.436 5.079 1.983
103 H -0.426 2.621 2.024
104 H 0.690 2.413 -1.927
105 H 0.049 6.246 -0.174
106 H -0.090 5.937 -2.651
107 H 1.338 5.532 -4.384
108 H 2.647 4.065 -5.794
109 H 4.474 2.358 -5.928
110 H 4.532 2.107 -1.833

The strongest force on any atom comes out at 0.93 eV/A. As for the spin multiplicity: 2. The relative energy (zero: lowest compared OMol25 entry of this formula, charge and spin) comes out at 6.1 kcal/mol. Its charge is +3.

Atomic partial charges in e from the Mulliken method, atoms 1 to 4: atom 1 (Re): 2.423, atom 2 (C): -1.271, atom 3 (C): -1.108, atom 4 (C): -1.043



Look up the strongest force on any atom of the first one. 6.33 eV/A



Which of these has the highest strongest force on any atom? C39H56FN10O3S



charge of number 3 (C39H56N11ReSi3)? +3



What is the strongest force on any atom in the third record? 0.93 eV/A